1.
The following is a quantum chemistry calculation of 10 unconnected molecules or ions with the total composition C4H27NO11S, from the Open Molecules 2025 dataset.

Summary:
Frontier orbital gap   8.95 eV
E_HOMO   -9.09 eV
Net charge   0

Cartesian coordinates (Å):
O  1.06154  1.66035  -3.14414
C  0.25865  1.50356  -2.24043
O  0.84777  1.59786  -1.00189
N  -1.07599  1.22990  -2.37890
C  -1.93014  0.92248  -1.15967
C  -1.90516  -0.70173  -0.75981
C  -1.50821  -1.43566  -1.99991
S  -1.57584  -3.19302  -1.35000
H  0.29022  1.19248  -0.11247
H  -1.32994  1.22618  -3.37028
H  -2.92269  1.15627  -1.43253
H  -1.49465  1.43988  -0.22491
H  -1.38052  -0.76126  0.14168
H  -2.99169  -0.86070  -0.51868
H  -2.30233  -1.27798  -2.90018
H  -0.46445  -1.01417  -2.22191
H  -2.73356  -3.16784  -0.51072
O  0.53857  0.69160  4.35396
H  1.50972  0.85605  4.17678
H  0.40514  -0.18005  3.88109
O  -0.34855  1.56071  2.28980
H  0.14760  2.31073  2.61923
H  -0.56337  1.04275  3.07668
O  1.87924  -2.87855  -1.97166
H  2.79765  -2.40415  -2.14345
H  1.58388  -2.47449  -2.78994
O  3.59151  -0.59889  -1.60364
H  3.69319  -0.88106  -0.78233
H  3.37060  0.31103  -1.80058
O  -1.80161  -2.24073  1.62757
H  -1.23722  -2.42958  2.44022
H  -1.15036  -2.00348  0.97325
O  0.89538  -2.17275  0.74933
H  1.24294  -2.38006  -0.23999
H  1.42769  -2.86134  1.04433
O  0.96732  4.04878  0.45244
H  1.60197  3.92166  -0.27536
H  0.24957  3.71525  0.03113
O  -2.94277  2.88248  1.39105
H  -2.44136  3.32871  0.67442
H  -2.19276  2.59267  1.97446
O  2.68595  -0.93049  2.07784
H  1.96442  -1.48858  1.60171
H  3.28263  -0.85482  1.35641

Löwdin atomic charge list, values in e, 6 entries:
1. O 0.06
2. C -0.63
3. O 0.01
4. N 0.05
5. C -0.09
6. C -0.31



2.
The following is a quantum chemistry calculation of 10 unconnected molecules or ions with the total composition C4H27NO11S, from the Open Molecules 2025 dataset.

Summary:
Frontier orbital gap   8.37 eV
E_HOMO   -8.78 eV
Net charge   0

Cartesian coordinates (Å):
C  -1.28174  0.73840  1.88731
C  -1.35909  1.04846  0.37577
C  -2.21942  2.23581  0.04431
S  -4.00107  1.94484  -0.17838
N  -0.03700  1.40581  -0.05700
C  0.85887  2.26914  0.51161
O  0.90537  2.88603  1.53814
O  1.90796  2.56276  -0.35062
H  -0.74329  -0.21601  1.84762
H  -0.86120  1.50576  2.63696
H  -2.13264  0.52088  2.48126
H  -1.57025  0.07712  -0.05569
H  -1.92928  2.84855  -0.81568
H  -1.93450  2.85464  1.02474
H  -4.52997  1.31568  0.84423
H  0.46933  0.71282  -0.66114
H  2.63155  3.15475  -0.27495
O  3.42620  -2.14706  0.95184
H  2.80718  -2.84065  1.18915
H  2.76104  -1.52312  0.73748
O  1.50961  -0.41404  3.43372
H  1.72884  0.29565  2.86561
H  0.95444  -0.98820  2.90321
O  -0.07879  -2.19017  -2.38880
H  -0.18532  -3.16742  -2.23740
H  -0.75159  -2.03364  -3.05982
O  2.44352  -0.72754  -2.77319
H  1.91543  -0.90751  -1.98048
H  2.55625  -1.53951  -3.26996
O  2.56745  0.25647  0.64967
H  2.94308  0.62245  -0.15913
H  3.06989  0.52420  1.38434
O  -4.37647  -1.10335  -0.24993
H  -4.65212  -1.05521  -1.18770
H  -3.45472  -1.38538  -0.37332
O  -2.34387  -2.97643  0.17650
H  -1.94984  -3.83796  0.16865
H  -2.58728  -2.69917  1.05441
O  0.58079  -1.57633  0.15167
H  0.50038  -1.61495  -0.80174
H  1.13219  -0.80152  0.42619
O  1.99825  2.26172  -3.04798
H  1.47369  2.37822  -2.19557
H  1.83814  1.32501  -3.16588

Löwdin atomic charge list, values in e, 6 entries:
1. C -0.05
2. C -0.43
3. C -0.51
4. S 0.73
5. N 0.09
6. C -0.58



Which structure is most stable, and how do the rest compare? From most to least stable: 2, 1.



1.
The following is a quantum chemistry calculation of 6 unconnected molecules or ions with the total composition CH13O5S, from the Open Molecules 2025 dataset.

Summary:
Frontier orbital gap   6.43 eV
E_HOMO   -3.16 eV
Net charge   -1

Cartesian coordinates (Å):
C  1.91710  -0.58532  0.64577
S  2.57618  0.96872  -0.18442
H  1.11083  -0.21776  1.26430
H  1.60531  -1.24387  -0.15596
H  2.74229  -1.02517  1.19585
H  0.23303  -0.94117  -3.20068
H  -0.10806  -0.69635  -1.73420
O  -0.30657  -1.27624  -2.47829
H  -0.68784  -2.21723  2.44836
H  0.07204  -2.25780  1.18442
O  -0.03477  -2.75365  1.99762
H  -1.33970  1.26588  1.44438
H  0.14355  1.57250  1.74107
O  -0.74059  1.55586  2.14067
H  -1.74555  0.96993  -0.81418
H  -2.48965  -0.11156  -1.53858
O  -2.12563  0.08609  -0.66425
H  0.01639  1.87054  -1.66566
H  -0.17687  2.70801  -0.44570
O  -0.66151  2.32859  -1.18051

Löwdin atomic charge list, values in e, 6 entries:
1. C -0.66
2. S 0.02
3. H -0.05
4. H -0.03
5. H -0.01
6. H 0.03



2.
The following is a quantum chemistry calculation of 6 unconnected molecules or ions with the total composition CH13O5S, from the Open Molecules 2025 dataset.

Summary:
Frontier orbital gap   7.23 eV
E_HOMO   -3.73 eV
Net charge   -1

Cartesian coordinates (Å):
C  -0.76823  -3.16113  -0.61784
S  0.78511  -2.24340  -0.28190
H  -1.19153  -3.48150  0.34145
H  -1.47886  -2.56667  -1.19068
H  -0.51775  -4.10545  -1.12418
H  2.74659  -0.66388  -0.26076
H  2.95741  0.66990  -0.87731
O  3.39752  0.05212  -0.28369
H  -0.63881  0.50031  -0.02426
H  -0.05422  -0.06871  -1.30027
O  -0.59162  0.66360  -0.97353
H  -0.07500  -0.81276  0.99035
H  0.40561  0.48035  1.74557
O  -0.27781  -0.21025  1.77607
H  -1.85744  1.30563  1.58256
H  -2.43992  1.88105  0.27412
O  -2.16744  2.12628  1.16749
H  0.20121  2.67955  -0.78063
H  0.65422  3.66594  0.34083
O  0.91096  3.28904  -0.50339

Löwdin atomic charge list, values in e, 6 entries:
1. C -0.61
2. S 0.30
3. H -0.01
4. H 0.00
5. H -0.01
6. H -0.07



Which structure is most stable, and how do the rest compare? From most to least stable: 2, 1.



1.
The following is a quantum chemistry calculation of 2 unconnected molecules or ions with the total composition C16H17N, from the Open Molecules 2025 dataset.

Summary:
Frontier orbital gap   8.60 eV
E_HOMO   -7.72 eV
Net charge   0

Cartesian coordinates (Å):
C  -1.97711  3.81107  -0.86024
C  -0.47481  3.78591  -1.04600
C  0.45415  4.39430  -1.93526
N  1.73650  3.80356  -1.85601
C  1.52341  2.64169  -1.01905
C  2.30389  1.56131  -0.47804
C  1.79989  0.65471  0.39114
C  0.51745  0.87938  0.90670
C  -0.29415  1.80280  0.44624
C  0.20250  2.66117  -0.51904
H  -2.31041  3.63450  0.21378
H  -2.51689  3.08487  -1.36522
H  -2.41669  4.66407  -1.24625
H  0.29649  5.36364  -2.48822
H  2.59580  3.98298  -2.38406
H  3.27389  1.45100  -0.88984
H  2.44932  -0.26903  0.56594
H  0.19545  0.05650  1.38670
H  -1.32195  1.85651  0.73299
C  -1.51465  -4.25960  2.44239
C  -0.75216  -3.73805  1.30258
C  -1.45462  -3.28990  0.12743
C  -0.76655  -2.77981  -1.02133
C  0.57238  -2.55667  -0.81509
C  1.27962  -2.70402  0.39358
C  0.66224  -3.38583  1.33885
H  -2.18178  -3.46215  2.76583
H  -0.77917  -4.53126  3.23694
H  -2.09564  -5.15799  2.40101
H  -2.57142  -3.22620  0.08798
H  -1.28989  -2.40856  -1.86780
H  1.23239  -2.20757  -1.65474
H  2.37716  -2.40537  0.49240
H  1.24536  -3.70796  2.21371

Löwdin atomic charge list, values in e, 6 entries:
1. C -0.05
2. C -0.20
3. C -0.05
4. N 0.07
5. C -0.14
6. C -0.04



2.
The following is a quantum chemistry calculation of 2 unconnected molecules or ions with the total composition C16H17N, from the Open Molecules 2025 dataset.

Summary:
Frontier orbital gap   8.55 eV
E_HOMO   -7.85 eV
Net charge   0

Cartesian coordinates (Å):
C  -4.97736  1.55204  -0.96290
C  -3.60382  1.19578  -0.46655
C  -3.19636  0.60429  0.69055
N  -1.82150  0.36995  0.69071
C  -1.40122  0.68663  -0.57874
C  -0.13100  0.34322  -1.11012
C  0.05498  0.54733  -2.44670
C  -0.98856  1.12371  -3.23864
C  -2.26314  1.30119  -2.81049
C  -2.46197  1.17958  -1.38050
H  -5.70250  1.96713  -0.27735
H  -5.44314  0.68444  -1.49354
H  -4.80750  2.30765  -1.72857
H  -3.81501  0.53504  1.56254
H  -1.33515  -0.20203  1.35657
H  0.67327  -0.05091  -0.48916
H  1.01758  0.46587  -2.89961
H  -0.63621  1.25109  -4.26549
H  -3.09267  1.82031  -3.28603
C  2.61070  -0.47491  3.83960
C  2.93502  -0.86681  2.41331
C  2.64550  -2.23210  2.16958
C  2.82081  -2.76587  0.90862
C  3.18754  -1.94835  -0.15560
C  3.52731  -0.60603  0.10932
C  3.34562  -0.07072  1.37544
H  2.02257  -1.22195  4.36563
H  2.08921  0.43286  4.08428
H  3.58565  -0.39527  4.37349
H  2.20466  -2.90084  2.89932
H  2.72239  -3.82089  0.66423
H  3.37965  -2.24774  -1.18217
H  3.77819  -0.01332  -0.78347
H  3.66439  0.94285  1.65352

Löwdin atomic charge list, values in e, 6 entries:
1. C -0.05
2. C -0.24
3. C -0.07
4. N 0.08
5. C -0.22
6. C -0.02



Which structure is most stable, and how do the rest compare? From most to least stable: 2, 1.